1.
75
Properties=species:S:1:pos:R:3:forces:R:3:mulliken_charge:R:1 method="wB97M-V/def2-TZVPD" e_tot_ha=-1799.140313 charge=+1
O 1.486 3.278 -1.324 -1.4 -1.2 0.2 -0.5451
C 1.284 2.242 -0.261 -0.6 0.1 -1.2 -0.1466
C 0.039 1.301 -0.762 0.0 -0.1 0.6 -0.2500
C -0.338 0.083 0.278 -0.5 1.0 -0.6 -0.4973
C -0.994 -1.246 -0.423 2.7 -1.0 2.5 -0.5254
N -2.378 -1.108 -1.092 0.0 -0.4 1.2 0.0274
C -2.052 -0.988 -2.567 -0.1 0.6 -3.5 0.4838
C -3.307 -0.784 -3.645 -3.9 0.4 -2.0 0.1423
C -4.770 -0.245 -3.184 -0.1 -0.5 -1.8 -0.3545
C -6.088 -0.017 -4.169 5.5 -1.9 -2.5 -0.4106
C -5.707 -0.372 -5.759 2.3 0.0 4.2 -0.3378
C -4.173 -0.856 -6.018 -1.2 0.5 1.3 -0.0854
N -3.037 -1.082 -5.080 -4.8 1.9 2.0 -0.3226
C -0.974 -2.184 -2.881 0.8 1.7 0.0 -0.4972
C -0.112 -2.133 -1.487 0.4 -1.3 -0.6 0.4594
C 1.444 -1.726 -1.806 0.2 1.4 1.7 0.2018
O 2.295 -2.870 -2.166 -1.2 1.9 -1.9 -0.4094
C 2.437 -3.004 -3.639 0.8 -1.9 -0.1 -0.2541
O 3.190 -1.925 -4.282 -3.1 -1.3 0.0 -0.3001
C 2.450 -1.247 -5.347 1.3 1.4 -1.6 -0.2526
C 2.329 0.363 -4.959 -0.2 -0.8 0.7 -0.1504
O 3.490 0.640 -4.067 -2.4 1.0 0.2 -0.5258
H 0.670 3.334 -1.913 1.5 -0.2 1.4 0.3217
H 1.067 2.820 0.737 0.4 -1.5 -1.8 0.1876
H 2.268 1.606 -0.243 -1.9 1.3 0.3 0.2434
H 0.337 0.863 -1.813 -0.6 1.0 2.0 -0.2060
H -0.920 1.991 -0.832 1.9 -1.3 -0.2 0.3664
H -1.125 0.520 1.045 1.8 -1.1 -1.6 0.6062
H 0.604 -0.246 0.906 -2.0 0.5 -1.4 -0.0477
H -1.078 -1.990 0.502 -0.4 1.8 -1.9 0.1830
H -2.980 -0.347 -0.655 1.1 -0.9 -0.9 0.5180
H -2.820 -2.025 -0.782 0.2 1.3 -1.2 0.5026
H -1.444 0.006 -2.739 -1.2 -1.9 0.9 -0.0968
H -4.920 -0.013 -2.028 0.3 -0.5 -2.7 0.0898
H -7.135 0.365 -3.815 2.4 -0.9 -0.6 0.3336
H -6.519 -0.266 -6.623 2.2 -0.3 2.1 0.2878
H -3.919 -1.067 -7.167 -0.4 0.4 3.0 0.2933
H -0.256 -1.704 -3.703 -1.8 -1.3 1.6 0.0308
H -1.345 -3.230 -3.252 0.3 2.2 0.9 0.1745
H -0.018 -3.195 -0.997 -0.3 1.9 -1.1 0.3464
H 1.498 -0.825 -2.571 0.0 -2.1 1.3 -0.2201
H 1.888 -1.293 -0.786 -0.8 -1.0 -2.2 0.0313
H 1.379 -3.226 -4.080 1.9 0.9 0.5 0.2200
H 3.074 -4.001 -3.800 -1.4 2.3 0.7 0.2589
H 3.143 -1.273 -6.319 -1.4 -0.1 2.1 0.3129
H 1.438 -1.737 -5.663 1.7 0.9 0.9 0.2279
H 2.323 1.047 -5.917 0.1 -1.4 1.9 0.3296
H 1.331 0.516 -4.368 1.7 -0.1 -1.1 -0.0024
H 3.167 1.166 -3.263 0.6 -1.0 -1.9 0.3117
C 3.269 -1.852 4.373 0.1 -0.1 -0.4 -1.6589
C 2.017 -1.002 4.459 1.7 -0.3 0.7 0.9075
C 1.021 -1.502 5.462 0.5 -0.2 1.0 -0.5425
O -0.206 -1.029 4.937 -0.5 0.3 -1.6 -0.3579
C -0.033 -0.927 3.584 -0.8 0.0 -0.4 0.5888
O -0.935 -0.741 2.786 1.3 -0.6 1.7 -0.5672
O 1.284 -1.064 3.246 -2.0 0.1 -0.5 -0.2797
H 3.823 -1.839 5.317 -0.1 0.1 -0.1 0.3777
H 3.026 -2.890 4.121 -0.1 0.1 0.1 0.3799
H 3.924 -1.483 3.576 0.0 0.0 0.2 0.3846
H 2.283 0.046 4.641 -0.1 -0.6 -0.1 0.0752
H 1.197 -1.095 6.462 -0.2 0.0 -0.2 0.2951
H 0.973 -2.595 5.525 0.1 0.1 -0.1 0.3767
C -0.357 4.862 5.262 0.3 0.2 -0.3 -1.5336
C -0.072 3.381 5.406 -0.9 1.2 -0.2 0.6286
C -0.307 2.856 6.790 -0.9 0.1 0.5 -0.5265
O 0.582 1.755 6.856 1.2 -0.2 -0.7 -0.2868
C 1.607 2.035 5.995 1.6 -0.6 0.1 0.6624
O 2.650 1.407 5.937 -2.0 1.5 0.3 -0.6380
O 1.307 3.113 5.210 0.7 -1.2 0.6 -0.3213
H -1.412 5.083 5.448 0.1 -0.1 0.0 0.3876
H 0.254 5.451 5.956 -0.1 -0.2 0.0 0.3628
H -0.098 5.202 4.254 -0.2 -0.1 0.1 0.3590
H -0.637 2.812 4.657 0.0 -0.1 0.1 0.2180
H -1.339 2.529 6.943 0.3 -0.1 0.0 0.3282
H -0.037 3.566 7.580 0.0 0.1 -0.2 0.3258

2.
109
Properties=species:S:1:pos:R:3:forces:R:3:mulliken_charge:R:1 method="wB97M-V/def2-TZVPD" e_tot_ha=-3938.227556 s_squared=2.03 charge=-1 spin_multiplicity=3
Ti 0.447 -0.053 0.363 0.2 0.0 -0.4 1.1559
I 4.580 -2.360 1.422 0.0 0.0 0.0 -0.0720
C 3.970 -2.240 -0.575 -0.1 0.0 0.0 -0.1339
C 4.823 -2.773 -1.522 0.1 0.0 0.0 -0.4935
C 4.383 -2.915 -2.831 0.0 0.0 0.0 -0.1511
I 5.771 -3.623 -4.237 0.0 0.0 0.0 -0.0636
C 3.046 -2.659 -3.206 0.0 0.0 0.0 0.7999
C 2.498 -2.881 -4.482 0.0 0.0 0.0 -1.1319
C 1.128 -2.670 -4.689 0.0 0.0 0.0 -0.9621
C 0.362 -2.211 -3.642 -0.1 0.0 0.0 -0.8725
N 0.853 -1.915 -2.431 0.1 0.1 0.0 0.4248
C 2.161 -2.131 -2.196 0.0 0.0 0.0 -0.3938
C 2.666 -1.817 -0.897 0.0 0.0 0.0 -0.0322
O 1.892 -1.176 -0.004 -0.2 0.1 0.2 0.3156
H 5.813 -3.099 -1.239 0.0 0.0 0.0 0.3461
H 3.127 -3.251 -5.280 0.0 0.0 0.0 0.1383
H 0.672 -2.880 -5.650 0.0 0.0 0.0 0.4124
H -0.711 -2.066 -3.761 0.0 0.0 0.0 0.5961
C -1.097 -1.586 5.474 -0.1 0.0 0.1 -0.9454
O -0.832 -0.819 4.307 -0.1 0.1 0.2 -0.3023
C -0.174 -1.391 3.303 -0.1 -0.6 -0.1 -0.2294
O -0.061 -0.817 2.245 0.1 0.7 0.1 0.5449
N 0.281 -2.652 3.460 0.2 -0.1 0.1 0.1474
N 0.953 -3.295 2.408 0.0 -0.1 -0.1 -0.8690
H -1.747 -0.971 6.089 0.0 0.0 0.0 0.2370
H -0.178 -1.790 6.028 0.0 0.0 0.0 0.3227
H -1.608 -2.517 5.222 0.0 0.0 0.0 0.3312
H 0.421 -3.056 4.368 -0.1 0.0 -0.1 0.2200
H 0.293 -3.371 1.635 0.0 0.0 0.0 0.1144
H 1.701 -2.692 2.066 0.0 0.0 0.0 0.1067
C -0.385 5.070 0.197 0.0 0.0 0.0 -1.7582
C -0.275 3.912 -0.799 0.0 0.0 0.0 2.0215
C 0.473 4.373 -2.050 0.0 0.0 0.0 -1.7730
C -1.655 3.347 -1.102 0.0 0.0 0.0 0.8934
C -2.459 3.989 -2.030 0.0 0.0 0.0 -0.4864
C -3.757 3.561 -2.264 0.0 0.0 0.0 -1.5570
C -4.250 2.495 -1.543 0.0 0.0 0.0 -0.6746
C -3.481 1.803 -0.601 0.0 -0.1 0.0 0.1540
C -4.220 0.656 0.084 0.0 0.0 0.0 0.8098
C -4.365 -0.515 -0.893 0.0 0.0 0.0 -1.1922
C -3.709 0.176 1.440 0.0 0.0 0.0 -1.6798
C -2.159 2.223 -0.402 -0.1 0.0 0.0 -1.1004
N -1.240 1.611 0.504 0.1 -0.1 0.0 1.9111
C -1.133 2.178 1.664 0.0 -0.1 0.1 -1.2468
C 0.054 2.099 2.414 -0.1 0.0 0.0 0.5515
C 0.308 2.589 3.697 0.0 0.0 0.0 -1.5755
C 1.677 2.460 3.878 0.0 0.0 0.0 -1.0728
C 2.199 1.916 2.685 -0.1 0.0 -0.1 -0.9180
N 1.217 1.665 1.799 0.0 -0.1 0.1 1.0714
C 3.679 1.811 2.393 0.0 0.0 0.0 2.9631
C 3.935 1.341 0.966 0.0 0.0 0.0 -1.7196
C 4.303 3.207 2.549 0.0 0.0 0.0 -1.8773
C 4.330 0.873 3.415 0.0 0.0 0.0 -1.7467
H 0.605 5.472 0.423 0.0 0.0 0.0 0.4248
H -0.836 4.752 1.136 0.0 0.0 0.0 0.3650
H -0.997 5.877 -0.218 0.0 0.0 0.0 0.3417
H 0.319 3.127 -0.334 0.0 0.0 0.0 -0.8387
H 0.026 5.270 -2.485 0.0 0.0 0.0 0.4657
H 0.493 3.595 -2.813 0.0 0.0 0.0 0.2426
H 1.505 4.615 -1.792 0.0 0.0 0.0 0.3834
H -2.073 4.847 -2.567 0.0 0.0 0.0 0.3351
H -4.384 4.072 -2.984 0.0 0.0 0.0 0.3841
H -5.275 2.175 -1.697 0.0 0.0 0.0 0.4524
H -5.228 1.052 0.255 0.0 0.0 0.0 0.5391
H -5.022 -1.279 -0.472 0.0 0.0 0.0 0.3149
H -4.796 -0.182 -1.839 0.0 0.0 0.0 0.5231
H -3.397 -0.977 -1.086 0.0 0.0 0.0 -0.0425
H -2.755 -0.339 1.356 0.0 0.0 0.0 0.0444
H -4.435 -0.532 1.851 0.0 0.0 0.0 0.5129
H -3.608 0.999 2.149 0.0 0.0 0.0 0.3934
H -1.933 2.807 2.064 0.0 0.0 -0.1 0.4081
H -0.421 3.002 4.378 0.0 0.0 0.0 0.5181
H 2.252 2.777 4.736 0.0 0.0 0.0 0.5409
H 3.534 2.074 0.262 0.0 0.0 0.0 0.2857
H 3.470 0.379 0.761 0.0 0.0 0.0 -0.2690
H 5.009 1.244 0.790 0.0 0.0 0.0 0.6303
H 3.838 3.914 1.860 0.0 0.0 0.0 0.3180
H 5.374 3.164 2.328 0.0 0.0 0.0 0.4688
H 4.178 3.590 3.563 0.0 0.0 0.0 0.3707
H 3.872 -0.113 3.381 0.0 0.0 0.0 0.0801
H 4.217 1.272 4.426 0.0 0.0 0.0 0.3688
H 5.397 0.757 3.206 0.0 0.0 0.0 0.4366
C -0.175 1.054 -5.039 0.0 0.0 0.0 -0.9854
N 0.489 1.112 -3.753 0.0 -0.1 0.0 0.8150
C 1.842 1.238 -3.542 0.0 0.0 0.0 -1.6265
C 2.026 1.122 -2.201 0.0 0.0 0.0 -0.1734
N 0.811 0.919 -1.593 0.0 -0.1 0.1 1.6960
C -0.083 0.895 -2.558 0.0 0.1 0.0 -2.0136
H 0.369 1.675 -5.748 0.0 0.0 0.0 0.3366
H -1.189 1.438 -4.940 0.0 0.0 0.0 0.3231
H -0.197 0.026 -5.401 0.0 0.0 0.0 0.2717
H 2.534 1.378 -4.353 0.0 0.0 0.0 0.5277
H 2.943 1.135 -1.641 0.0 0.0 0.0 0.1616
H -1.135 0.700 -2.430 0.0 0.0 0.0 0.5900
C -1.619 -5.581 -0.316 0.0 0.0 0.0 -1.0456
Si -2.638 -4.112 0.251 0.1 0.0 0.0 -0.4107
C -3.010 -4.295 2.090 0.0 0.0 0.0 -0.9590
C -4.284 -4.133 -0.655 0.0 0.0 0.0 -1.0727
C -1.714 -2.579 -0.018 -0.1 0.1 0.0 -0.2594
C -1.081 -1.531 -0.119 0.0 -0.1 0.1 1.4336
H -2.141 -6.528 -0.155 0.0 0.0 0.0 0.3105
H -0.669 -5.617 0.222 0.0 0.0 0.0 0.3285
H -1.385 -5.491 -1.379 0.0 0.0 0.0 0.3094
H -3.602 -5.191 2.296 0.0 0.0 0.0 0.4497
H -3.572 -3.425 2.441 0.0 0.0 0.0 0.2428
H -2.088 -4.355 2.671 0.1 0.0 0.0 0.2402
H -4.748 -5.119 -0.572 0.0 0.0 0.0 0.3683
H -4.156 -3.904 -1.714 0.0 0.0 0.0 0.3114
H -4.974 -3.400 -0.233 0.0 0.0 0.0 0.2739

3.
58
Properties=species:S:1:pos:R:3:forces:R:3:mulliken_charge:R:1 method="wB97M-V/def2-TZVPD" e_above_lowest_kj_mol=1062.1
Rb -1.443 -0.452 2.670 -3.6 -2.3 9.6 0.8081
C 0.213 0.257 0.093 2.3 -0.9 0.8 0.0578
O -0.880 -0.039 0.878 2.7 2.4 -9.5 -1.3522
H 0.657 1.230 0.299 0.4 -1.4 0.2 0.8210
H 0.983 -0.499 0.247 -0.6 0.9 -0.7 0.1551
H 0.085 0.159 -0.985 0.8 1.8 0.7 0.5150
C 1.293 5.284 2.876 -1.1 -0.8 -0.6 -1.3685
C 0.044 4.393 2.635 1.8 0.4 -0.1 0.3618
C -1.153 4.960 1.954 -0.7 -0.4 -0.6 -0.3802
O -1.109 4.367 0.673 -1.4 0.1 -2.2 -0.3718
C -0.337 3.290 0.619 0.9 0.1 -2.7 0.5363
O -0.169 2.536 -0.346 -1.6 5.1 4.6 -0.4474
O 0.416 3.315 1.680 1.3 -0.8 3.1 -0.3939
H 1.524 5.938 2.035 0.1 -0.2 -0.1 0.3362
H 2.079 4.547 3.045 0.3 0.5 0.2 0.3397
H 1.103 5.902 3.754 0.2 -0.1 0.1 0.4082
H -0.217 4.050 3.636 0.0 -0.9 -0.3 0.2954
H -1.145 6.039 1.798 -0.3 -0.1 0.4 0.2888
H -2.063 4.521 2.365 -0.2 0.9 0.5 0.2795
C -1.768 -3.229 -3.019 -1.5 -2.1 -1.6 -1.3890
C -0.456 -2.772 -2.556 1.0 0.4 1.1 0.4837
C -0.646 -1.859 -1.327 0.8 -0.3 -0.7 1.4879
O 0.214 -2.455 -0.374 -1.6 -0.4 -0.2 -0.2996
C 0.923 -3.444 -0.872 2.0 -3.4 0.1 0.3382
O 1.808 -4.085 -0.280 -2.7 2.1 -1.6 -0.5594
O 0.502 -3.745 -2.125 -0.1 -0.3 0.5 -0.4076
H -1.773 -4.061 -3.723 0.5 -0.6 0.3 0.4370
H -2.221 -2.512 -3.704 -0.3 0.0 0.5 0.4608
H -2.447 -3.479 -2.204 0.0 0.1 -0.1 0.3131
H 0.066 -2.150 -3.283 0.0 -1.6 -0.2 0.3597
H -1.620 -1.530 -0.965 -0.3 -1.5 0.4 0.8326
H -0.287 -0.859 -1.572 0.5 -2.4 0.7 -2.7723
C 1.694 -1.537 1.506 1.5 -0.2 3.0 -1.0717
C 2.372 -2.355 2.637 -3.8 1.8 -2.7 -0.0643
C 1.396 -3.407 3.091 0.2 0.1 1.5 -0.1879
O 2.299 -4.492 3.408 0.3 0.5 0.0 -0.4128
C 3.464 -4.243 2.673 1.0 -4.0 1.0 0.6462
O 4.404 -5.037 2.662 -2.5 2.6 -0.2 -0.5890
O 3.274 -3.134 2.002 4.1 -0.3 -0.9 -0.3120
H 2.387 -0.797 1.105 0.4 -0.5 0.0 0.4323
H 0.980 -0.905 2.033 -0.2 -0.1 -0.2 -0.0644
H 1.221 -2.200 0.782 1.1 1.1 1.6 0.5942
H 2.695 -1.620 3.374 0.7 -0.7 0.5 0.4942
H 0.637 -3.757 2.392 0.4 0.2 -0.4 0.1602
H 0.881 -2.956 3.939 -0.1 -0.8 0.6 0.3104
C -0.864 -0.426 -3.294 -2.1 1.8 -1.3 -1.6370
C -1.512 0.552 -2.361 2.1 2.8 1.5 2.0439
C -0.929 1.967 -2.560 1.4 -1.6 -2.2 -0.5496
O -2.058 2.786 -2.584 0.5 2.2 0.6 -0.3454
C -3.147 2.082 -2.513 -3.6 0.7 -0.7 0.4275
O -4.293 2.499 -2.596 1.9 -0.3 0.4 -0.6498
O -2.882 0.798 -2.415 -1.1 -2.2 -0.8 -0.6289
H -0.837 -0.001 -4.298 -0.2 -0.2 -0.2 0.7894
H -1.566 -1.255 -3.206 0.7 0.9 -0.9 0.0548
H 0.144 -0.730 -3.012 -0.4 1.5 -0.6 0.1013
H -1.309 0.333 -1.313 -0.9 0.0 -0.5 -0.5501
H -0.466 2.000 -3.546 -0.1 0.2 -0.4 0.4455
H -0.162 2.215 -1.827 -0.9 0.0 -1.5 0.3889